Record 1
Computed, not measured: a molecular structure, C18H21FN2O5S2 in a non-equilibrium geometry, with the ωB97M-V functional and the def2-TZVPD basis.

Each line ends with the Mulliken charge.
CARTESIAN COORDINATES (ANGSTROEM)
N (-2.0398, 2.1773, -2.8056)  0.30
H (-0.5491, -2.7047, 2.7161)  0.49
C (-1.0258, -0.8776, 0.6079)  0.79
H (0.3384, -1.8610, 3.9965)  0.30
H (-0.6919, 2.6116, -0.3852)  -0.05
H (-0.1776, 3.2286, -2.8092)  0.49
H (-2.8031, 1.5322, -0.2768)  -0.11
S (3.2081, -0.4706, 1.8265)  1.21
H (1.1584, 1.1758, -1.5998)  0.63
H (-3.2706, 4.5655, -0.8790)  0.30
C (-1.5158, -0.6571, -0.5830)  -0.85
H (-4.5354, 2.3230, -0.3217)  0.28
H (-0.5818, 4.5416, -0.7768)  0.73
C (2.8515, -2.9434, 2.4064)  0.51
C (2.9285, -2.0980, 1.4874)  0.13
F (2.9734, -1.7141, -0.6845)  -0.12
O (0.4703, -1.0079, 2.1653)  -0.27
H (2.8278, -2.6842, 3.6179)  0.27
C (-0.7397, 0.1158, -1.2082)  -0.18
C (-3.2745, 2.1640, -2.2248)  -0.93
O (4.5693, 0.3046, 1.5635)  -0.79
C (-3.2668, 2.4901, -0.6927)  0.14
C (2.7433, -3.8741, 0.0391)  -0.72
O (2.9881, -0.1377, 3.2324)  -0.69
C (3.0520, -2.4005, 0.1890)  0.44
H (-3.7697, 1.0201, -2.6780)  0.36
C (1.0593, 0.1301, 0.3160)  0.43
C (-1.1565, 3.2864, -2.6467)  -1.27
H (2.7288, -4.2179, -1.1647)  0.20
C (-1.0258, 3.6902, -1.0629)  -0.36
H (-1.8698, -1.6225, 1.1847)  0.00
H (2.5205, -5.9668, 0.7934)  0.07
H (-1.5163, 4.1173, -3.0864)  0.58
H (-2.5361, -0.8461, -1.1783)  0.32
O (0.0150, 0.9243, -3.9500)  -0.70
C (-0.3718, -1.7999, 3.1996)  -1.05
N (2.1523, 0.6044, 0.8754)  -0.29
H (2.9331, 1.0203, -0.0286)  0.46
C (-2.6024, 3.6874, -0.5241)  -0.79
H (2.7463, -5.0001, 3.0601)  0.74
S (-1.1719, 0.8631, -2.9261)  1.00
H (-3.7725, 2.9905, -2.8986)  0.35
C (0.0736, -0.6203, 1.0831)  0.85
C (2.6220, -4.6057, 1.0716)  -0.04
H (-2.5450, 3.6965, 0.6042)  0.31
C (2.6874, -4.3147, 2.3699)  -1.22
H (-1.3406, -1.1268, 3.4129)  0.30
O (-2.1600, -0.2756, -3.4477)  -0.80
C (0.6625, 0.5662, -0.9795)  -1.73

Values from the calculation:
maximum force = 0.3751 hartree/bohr
ΔE to the lowest compared entry with this formula, charge and spin = 446.1 kcal/mol
electronic energy = -56592.27286 eV
frontier orbital gap = 8.75 eV
2S+1 = 1
HOMO = -8.6 eV

Record 2
Computed, not measured: 2 unconnected molecules or ions with the total composition C18H21FNO in a non-equilibrium geometry, with the ωB97M-V functional and the def2-TZVPD basis.

Each line ends with the Mulliken charge.
CARTESIAN COORDINATES (ANGSTROEM)
H (3.0477, -1.5618, 1.5398)  0.36
H (1.1466, 2.2678, 0.4781)  0.26
C (2.4944, -0.7277, 2.0029)  -0.69
H (-1.3721, 1.4670, 2.2001)  0.37
F (2.5235, -0.8461, -3.7695)  -0.30
C (1.3177, 1.1583, -4.1946)  -0.48
N (0.4006, 0.5847, 1.5122)  0.56
C (-0.2819, 1.9511, -2.5471)  -0.46
C (-1.3267, -1.9824, -0.8967)  -0.08
H (0.2352, 3.0276, -4.3289)  0.40
H (-1.2710, -0.3118, 2.2859)  0.53
H (1.8573, 1.2854, -5.1324)  0.46
H (1.1635, -0.9951, -1.5466)  0.49
C (1.1764, 1.8361, 1.4940)  -0.60
H (-1.5213, -4.1093, -0.6119)  0.43
H (0.4770, -1.3547, 2.2457)  0.43
C (2.6057, 1.6715, 1.9922)  -0.55
C (-1.7348, -0.6914, -0.4628)  0.96
C (-3.0125, -3.0244, 0.5127)  -0.46
H (0.9263, -1.2079, 0.5493)  -0.14
H (-1.0143, 2.6855, -2.1995)  0.40
H (2.4809, -0.8301, 3.1068)  0.35
O (3.1831, 0.4391, 1.5811)  -0.40
C (-2.9587, -0.6157, 0.2715)  -0.62
C (-0.7125, 0.6196, 2.4337)  -1.44
C (-3.5617, -1.7576, 0.7727)  -0.47
C (-0.1200, 0.7625, -1.7762)  0.64
C (1.5630, 0.0613, -3.3734)  -0.15
H (-3.3761, 0.3769, 0.4695)  0.42
C (-1.9133, -3.1236, -0.3472)  -0.76
C (0.4178, 2.1338, -3.7297)  -0.62
H (2.5606, 1.7584, 3.0950)  0.34
H (0.6433, 2.5370, 2.1491)  0.41
H (-1.4393, 1.4243, -0.2327)  0.39
H (-0.3698, 0.6834, 3.4890)  0.33
H (-4.4636, -1.6713, 1.3814)  0.39
C (1.0460, -0.7354, 1.5401)  -0.14
C (0.8966, -0.1489, -2.1748)  -0.26
H (-3.4352, -3.9156, 0.9846)  0.43
H (3.2803, 2.4322, 1.5676)  0.33
C (-1.0217, 0.5211, -0.6927)  -0.61
H (-0.5372, -2.0737, -1.6383)  0.54

Values from the calculation:
maximum force = 0.0344 hartree/bohr
ΔE to the lowest compared entry with this formula, charge and spin = 12.9 kcal/mol
electronic energy = -25253.15178 eV
frontier orbital gap = 6.34 eV
2S+1 = 1
charge = +1
HOMO = -11.9 eV

Record 3
Computed, not measured: a molecular structure, C18H21GeN2O2V in a non-equilibrium geometry, with the ωB97M-V functional and the def2-TZVPD basis.

Each line ends with the Löwdin spin population.
CARTESIAN COORDINATES (ANGSTROEM)
H (3.3769, -1.1717, 3.9737)  0.00
C (1.3615, -1.2466, 2.3235)  0.28
C (2.7363, -1.3019, 1.9308)  0.03
H (4.8824, -1.5273, -0.7024)  0.00
C (3.7184, -1.2527, 2.9463)  0.08
C (0.3624, 3.4874, -2.8040)  0.00
H (-6.9354, 0.1336, 1.7427)  0.00
N (0.3346, -1.1986, 1.4553)  0.08
C (-4.0283, -0.4030, 0.0750)  0.02
O (2.3556, -1.4292, -0.4712)  0.04
H (1.6396, -0.4133, -3.3677)  0.00
H (0.1701, 3.6978, -3.8601)  0.00
C (3.2033, -1.3989, 0.5765)  0.08
H (2.7066, 0.9744, -3.1985)  0.00
C (-5.8899, -0.0965, 1.5753)  0.03
H (1.1199, -1.2238, 3.3817)  0.02
C (5.5070, -1.3904, 1.3570)  0.10
H (-1.4907, -0.1698, -2.8526)  0.00
C (-5.0499, -0.3765, 2.6489)  0.00
C (-3.7111, -0.6652, 2.4404)  0.02
C (-3.1825, -0.6819, 1.1482)  0.00
H (-0.0738, 1.6223, 0.0837)  0.00
C (-1.3895, 0.8956, -3.0665)  0.00
N (-0.9514, -1.0942, 1.9208)  -0.02
H (6.5653, -1.4197, 1.1265)  0.01
H (-6.0130, 0.1082, -0.5559)  0.00
H (-3.6099, -0.4138, -0.9238)  0.00
C (5.0711, -1.2916, 2.6791)  -0.01
H (1.3311, 3.9133, -2.5311)  0.00
H (-2.2182, 1.4098, -2.5735)  0.00
Ge (0.3342, 1.5626, -2.4103)  0.01
C (-5.3705, -0.1114, 0.2886)  0.00
H (1.5737, 0.8861, -4.5681)  0.00
C (-1.7578, -0.9601, 0.9031)  0.10
H (-5.4446, -0.3664, 3.6586)  0.00
H (-3.0493, -0.8774, 3.2694)  0.00
O (-1.3013, -0.9800, -0.3421)  0.03
C (0.6746, 1.1479, -0.5564)  -0.02
V (0.5892, -0.9199, -0.4066)  2.12
C (4.5703, -1.4478, 0.3331)  -0.01
H (-0.4074, 3.9791, -2.2042)  0.00
H (5.7860, -1.2404, 3.4917)  0.00
H (1.6657, 1.5255, -0.2848)  0.00
H (-1.4652, 1.0565, -4.1448)  0.00
C (1.7040, 0.6700, -3.5052)  0.00

Values from the calculation:
maximum force = 0.0298 hartree/bohr
<S²> = 3.81
ΔE to the lowest compared entry with this formula, charge and spin = 6.5 kcal/mol
electronic energy = -108287.20505 eV
frontier orbital gap (alpha / beta) = 5.12 / 7.49 eV
2S+1 = 4
charge = -1
HOMO (alpha / beta) = -2.0 / -4.5 eV

Record 4
Computed, not measured: a molecular structure, C18H21MoP2 in a non-equilibrium geometry, with the ωB97M-V functional and the def2-TZVPD basis.

Each line ends with the Löwdin spin population.
CARTESIAN COORDINATES (ANGSTROEM)
H (-4.0942, -0.1183, 3.6306)  0.00
C (-0.8192, -5.9648, 1.5800)  0.00
H (1.9995, -2.1906, 3.5575)  0.00
H (1.8035, -2.3456, -1.2231)  0.02
H (0.2850, 3.1797, 1.8126)  0.00
H (2.2905, -0.5019, 3.0113)  0.00
Mo (0.4061, 0.4001, 0.0932)  1.84
P (0.3389, -1.4567, 1.9604)  0.03
C (-2.5670, 0.1854, 5.1479)  0.00
C (0.3770, -5.4948, 1.0240)  0.00
H (-1.5164, 0.5948, -2.0349)  0.01
H (0.6561, -1.5462, -2.8228)  0.00
C (-2.1561, -0.8127, 2.9863)  0.00
C (-3.0421, -0.2443, 3.9012)  0.00
H (0.8169, 3.8741, -0.5494)  0.00
H (1.0231, -6.1781, 0.4682)  0.00
C (-0.3347, -0.5830, 4.5738)  0.00
H (0.7050, -0.7350, 4.8660)  0.00
C (-1.2258, -0.0200, 5.4876)  0.00
C (-0.8729, 1.4570, 1.2015)  0.04
C (1.9941, -1.5078, 2.6929)  0.02
C (0.0142, 2.0392, -1.4135)  0.01
P (0.5965, -1.6274, -1.4100)  0.07
H (-2.5815, -5.4161, 2.7128)  0.00
C (-0.7870, -0.9361, 3.2973)  0.00
H (-0.3548, -2.6895, -1.3477)  0.00
C (-1.6508, -5.0766, 2.2637)  0.00
H (-1.4796, 1.3633, 2.0888)  0.01
C (-0.1214, -3.2391, 1.8193)  0.00
C (-0.9382, 1.0088, -1.2344)  -0.06
H (-1.1024, -7.0124, 1.4848)  0.00
H (-2.5341, -1.1479, 2.0168)  0.00
H (-3.2366, 0.7007, 5.8462)  0.00
H (-0.8538, 0.2700, 6.4720)  0.00
H (2.7190, -1.8503, 1.9395)  0.00
H (1.6782, -3.8055, 0.7336)  0.00
C (-1.3073, -3.7316, 2.3787)  0.00
C (0.7351, -4.1507, 1.1618)  0.00
H (0.5221, 2.2033, -2.3723)  0.00
H (-1.9836, -3.0834, 2.9270)  0.00
C (0.3231, 2.9213, -0.3406)  -0.03
C (-0.0494, 2.5632, 0.9720)  0.01

Values from the calculation:
maximum force = 0.0409 hartree/bohr
<S²> = 2.06
electronic energy = -39428.83282 eV
frontier orbital gap (alpha / beta) = 6.06 / 8.15 eV
2S+1 = 3
charge = +1
HOMO (alpha / beta) = -9.7 / -11.7 eV

Record 5
Computed, not measured: a single C18H21N3O2S molecule, with the ωB97M-V functional and the def2-TZVPD basis.

Each line ends with the Mulliken charge.
CARTESIAN COORDINATES (ANGSTROEM)
N (-1.3179, 1.1328, 0.1978)  0.71
H (0.6454, -5.1671, 0.4090)  0.50
H (4.9478, 1.1023, -2.0066)  0.41
H (-0.5021, -0.8299, -0.1052)  0.06
C (0.4434, 2.0396, 1.6199)  -0.97
C (3.0323, -2.8813, 0.0730)  -0.35
C (-0.8834, -2.8343, 0.0811)  0.66
C (-4.9425, 0.3743, -0.2229)  -0.82
H (-1.6955, 2.4003, -1.4080)  0.51
C (-3.7749, 1.1030, -0.0640)  -0.36
H (0.5922, 1.9471, -1.6661)  0.52
C (-2.5529, 0.4566, 0.0329)  0.05
N (1.1252, 2.0057, 0.3447)  0.25
H (3.2593, -4.9952, 0.3903)  0.42
C (2.5988, -4.1567, 0.2614)  -0.74
C (3.0395, 1.5467, -1.0987)  -0.28
H (2.9704, 2.5584, -1.5037)  0.46
C (0.5729, -3.0478, 0.0912)  -0.08
H (-0.6338, 0.1702, 1.9143)  0.39
C (-1.1375, 2.4019, -0.4706)  -1.06
H (-3.8159, 2.1811, -0.0073)  0.45
C (4.4964, 1.1101, -1.0175)  -1.22
C (-0.8346, 1.1883, 1.5724)  -0.50
H (0.6249, 3.5796, -0.9623)  0.25
H (2.4916, 0.8730, -1.7627)  0.31
N (-1.2393, -1.5229, -0.0317)  -0.02
O (-1.6650, -3.7599, 0.1836)  -0.69
H (4.5604, 0.1143, -0.5887)  0.15
C (-2.5058, -0.9467, -0.0562)  -0.02
C (-3.6816, -1.6710, -0.1966)  -0.56
C (2.3869, 1.5094, 0.2730)  0.50
H (5.0566, 1.7856, -0.3768)  0.33
O (2.9532, 1.0705, 1.2550)  -0.65
S (1.7398, -1.7724, -0.0951)  0.21
C (0.3653, 2.5291, -0.7710)  -0.93
H (-1.4836, 3.2539, 0.1351)  0.47
H (-3.6338, -2.7458, -0.2496)  0.50
H (-1.5883, 1.6278, 2.2469)  0.29
H (1.1364, 1.6563, 2.3698)  0.41
H (0.2010, 3.0798, 1.8651)  0.36
H (4.0402, -2.5186, 0.0288)  0.43
H (-5.8042, -1.5759, -0.3860)  0.40
C (1.1953, -4.2541, 0.2711)  -0.52
C (-4.8937, -1.0072, -0.2747)  -0.61
H (-5.8888, 0.8892, -0.2946)  0.39

Values from the calculation:
maximum force = 0.0144 hartree/bohr
ΔE to the lowest compared entry with this formula, charge and spin = 20.6 kcal/mol
electronic energy = -38408.26613 eV
frontier orbital gap = 8.68 eV
2S+1 = 1
SMILES = CCC(=O)N1CCN(c2ccccc2NC(=O)c2cccs2)CC1
HOMO = -8.3 eV